Run i
# C4H10NO2

The ion C4H10NO2 with charge -1 (the ωB97M-V functional and the def2-TZVPD basis, the OMol25 dataset).

Calculated values
SMILES ... N[C@H](CO)CC[O-]
LUMO ... 3.89 eV
Orbital gap ... 6.940 eV
E_HOMO ... -3.05 eV

```
! wB97M-V def2-TZVPD RIJCOSX def2/J DEFGRID3
* xyz -1 1
N -0.0251 0.5902 1.1028
C -0.4165 0.1187 -0.2517
C -1.7629 -0.5939 -0.2830
O -2.8379 0.2279 0.2267
C 0.6970 -0.7951 -0.7334
C 2.0316 0.0535 -0.6771
O 2.3764 0.4204 0.5638
H -0.7808 0.7966 1.7015
H 1.0512 0.5973 1.1185
H -0.4902 0.9853 -0.9263
H -1.7175 -1.5279 0.2831
H -1.9805 -0.8496 -1.3276
H -2.3959 0.9759 0.6196
H 0.7978 -1.6399 -0.0468
H 0.6000 -1.1951 -1.7478
H 2.8006 -0.5706 -1.1968
H 1.7939 0.9110 -1.3590
*
```



Run ii
# C4H10NO2

The ion C4H10NO2 with charge -1 (the ωB97M-V functional and the def2-TZVPD basis, the OMol25 dataset).

Calculated values
SMILES ... N[C@@H](C[O-])CCO
LUMO ... 4.07 eV
Orbital gap ... 7.013 eV
E_HOMO ... -2.94 eV

```
! wB97M-V def2-TZVPD RIJCOSX def2/J DEFGRID3
* xyz -1 1
N 1.0532 0.7353 -0.3236
C 0.2249 -0.0462 0.7095
C -0.3172 1.0440 1.6445
O -0.2629 2.3494 1.2867
C -0.9695 -0.7112 -0.2690
C -0.3406 -1.9031 -1.1464
O 0.6032 -1.3543 -1.8891
H 0.7056 1.7293 0.0016
H 1.9769 0.6374 0.0482
H 0.9044 -0.9049 1.2737
H -1.4909 0.8509 1.6801
H -0.0390 0.8898 2.7402
H -1.1751 0.1346 -0.8993
H -1.8933 -0.9993 0.3113
H -1.2166 -2.3610 -1.8260
H -0.3943 -2.8603 -0.6397
H 0.9424 -0.5259 -1.2378
*
```



Of them, the most stable is run i and the least stable is run ii.



Run i
# C18H20N2O4S

A structure of composition C18H20N2O4S (the ωB97M-V functional and the def2-TZVPD basis, the OMol25 dataset).

Calculated values
LUMO ... -0.42 eV
Orbital gap ... 8.309 eV
E_HOMO ... -8.73 eV

```
! wB97M-V def2-TZVPD RIJCOSX def2/J DEFGRID3
* xyz 0 1
C 5.1664 0.4769 0.4391
H 4.9850 0.3991 1.3981
H 5.2216 1.6085 0.0182
C 4.2641 -0.4375 -0.5217
H 4.5086 -0.4928 -1.7022
H 4.2904 -1.5332 -0.1415
C 2.6290 -0.2100 -0.1656
N 1.8702 -1.1045 -1.0302
S 1.3054 -2.3216 -0.0045
O 1.2347 -3.5526 -0.7461
O 2.1160 -2.2340 1.2861
C -0.3525 -1.6212 0.4375
C -0.4209 -1.2529 1.6296
C -1.6712 -0.4691 2.0817
C -2.7474 -0.7094 1.0119
C -2.6016 -1.4075 0.0575
C -1.2405 -2.0412 -0.3147
H -1.1270 -2.4728 -1.2000
N -3.5111 -1.4526 -0.9877
C -4.8544 -0.9266 -0.6221
O -5.8186 -1.1863 -1.5499
C -4.9830 0.1222 0.5646
H -5.8713 0.1416 0.9034
O -4.0228 -0.1539 1.6454
H -4.6824 1.1921 -0.2703
H -3.4230 -2.1641 -1.7205
H -1.8713 -0.2355 2.9747
H 0.4168 -0.8270 2.4011
H 2.1335 -1.5117 -1.6844
H 2.5066 -0.1157 0.8053
C 2.3297 1.3779 -1.0019
C 0.8688 1.5808 -0.7244
C -0.1171 1.3254 -1.4287
C -1.4750 1.4705 -1.1323
C -1.7588 2.1645 0.0936
C -0.6480 2.7383 0.9927
C 0.6398 2.2300 0.4411
H 1.4185 2.4931 1.5533
H -0.9161 3.0702 1.9110
H -2.8552 2.6234 0.4478
H -2.1760 1.2800 -1.6319
H -0.0775 0.8692 -2.1500
H 2.3374 1.1613 -2.0048
H 2.9378 1.8985 -0.5446
H 6.0426 0.2103 0.1860
*
```



Run ii
# C18H20N2O4S

The molecule C18H20N2O4S (the ωB97M-V functional and the def2-TZVPD basis, the OMol25 dataset).

Calculated values
SMILES ... O=C(NC[C@H]1CCCO1)c1ccc(NS(=O)(=O)c2ccccc2)cc1
LUMO ... 0.47 eV
Orbital gap ... 9.197 eV
E_HOMO ... -8.73 eV

```
! wB97M-V def2-TZVPD RIJCOSX def2/J DEFGRID3
* xyz 0 1
O -1.5222 -1.7802 -2.1143
C -1.3359 -1.5094 -0.9411
N -2.3567 -1.2078 -0.1011
C -3.7110 -1.0533 -0.5688
C -4.1848 0.3956 -0.3688
C -5.6617 0.5793 -0.7355
C -6.3592 0.3797 0.6087
C -5.3381 0.9817 1.5714
O -4.0594 0.7392 1.0097
C 0.0257 -1.5235 -0.3347
C 1.1130 -1.5283 -1.2081
C 2.4091 -1.5554 -0.7409
C 2.6499 -1.5796 0.6316
N 3.9477 -1.6061 1.1129
S 5.2746 -0.9686 0.3006
O 6.2935 -0.9041 1.3040
O 5.5200 -1.7112 -0.8951
C 4.7236 0.6804 -0.1216
C 4.5160 1.0222 -1.4421
C 4.0603 2.2954 -1.7445
C 3.8216 3.2030 -0.7249
C 4.0433 2.8496 0.5976
C 4.4973 1.5776 0.9034
C 1.5684 -1.5959 1.5118
C 0.2732 -1.5742 1.0344
H -2.1749 -0.8091 0.8060
H -3.7219 -1.3185 -1.6281
H -4.3658 -1.7323 -0.0119
H -3.5264 1.0598 -0.9427
H -5.8351 1.5908 -1.1034
H -5.9817 -0.1319 -1.4929
H -6.4968 -0.6822 0.8140
H -7.3237 0.8778 0.6671
H -5.4885 2.0662 1.6677
H -5.3650 0.5347 2.5682
H 0.9105 -1.5201 -2.2683
H 3.2442 -1.5901 -1.4198
H 4.0609 -1.6013 2.1137
H 4.7238 0.2944 -2.2099
H 3.8934 2.5781 -2.7725
H 3.4661 4.1947 -0.9615
H 3.8643 3.5637 1.3868
H 4.6944 1.2769 1.9205
H 1.7518 -1.6392 2.5761
H -0.5379 -1.6183 1.7460
*
```



Of them, the most stable is run ii and the least stable is run i.